(1)
# C40H48CoGeN8O2S2

A structure of composition C40H48CoGeN8O2S2 in a non-equilibrium geometry (wB97M-V/def2-TZVPD, the OMol25 dataset).

Its LUMO energy (alpha / beta) is -6.75 / -8.74 eV. Its HOMO-LUMO gap (alpha / beta) is 0.2151 / 0.1660 hartree. The spin multiplicity is 6. Its expectation value of S² is 8.802. Its net charge is +2.

Last column: Löwdin spin population.
Geometry (Å):
Co1 0.357 0.002 -0.582  2.830
C1 2.724 2.283 4.708  0.011
C2 2.959 0.953 4.038  0.023
N1 3.256 1.152 2.592  0.209
C3 2.577 0.724 1.529  0.052
S1 0.829 0.339 1.582  0.189
N2 3.232 0.743 0.358  0.410
N3 2.347 0.438 -0.630  0.109
C4 2.797 0.484 -1.898  0.193
C5 4.311 0.557 -2.118  0.020
C6 1.792 0.422 -2.920  0.018
C7 2.108 0.213 -4.259  0.047
C8 1.086 0.290 -5.197  0.004
C9 -0.227 0.604 -4.716  0.054
C10 -0.480 0.744 -3.373  0.024
N4 0.514 0.492 -2.472  0.103
H1 2.734 2.261 5.823  0.001
H2 1.769 2.674 4.463  0.000
H3 3.495 3.023 4.317  0.000
H4 1.989 0.420 4.037  0.004
H5 3.756 0.366 4.536  0.008
H6 4.212 1.397 2.519  0.003
H7 4.795 1.050 -1.253  0.002
H8 4.461 1.195 -3.023  0.004
H9 4.805 -0.404 -2.341  0.008
H10 3.096 0.023 -4.478  0.003
H11 1.242 0.018 -6.230  -0.001
H12 -1.064 0.524 -5.428  0.002
H13 -1.372 1.145 -3.006  0.000
O1 -2.972 5.373 3.837  0.000
C11 -2.429 6.377 3.000  0.000
N5 -1.762 5.715 1.870  0.000
C12 -1.229 6.438 0.812  0.000
O2 -1.486 7.623 0.714  0.000
C13 -0.359 5.672 -0.093  0.000
C14 -0.024 6.224 -1.365  0.000
C15 0.778 5.545 -2.224  0.000
C16 1.265 4.265 -1.861  0.000
N6 0.841 3.711 -0.741  0.001
C17 0.141 4.395 0.125  0.000
H14 -3.810 5.702 4.278  0.000
H15 -1.700 6.943 3.534  0.000
H16 -3.131 7.029 2.459  0.000
H17 -1.453 4.788 2.131  0.000
H18 -0.442 7.241 -1.532  0.000
H19 0.998 6.012 -3.180  0.000
H20 2.042 3.684 -2.365  0.000
H21 -0.123 3.820 1.004  0.000
C18 1.475 -4.319 -4.178  0.011
C19 0.369 -3.518 -3.938  0.000
C20 0.059 -3.118 -2.646  0.022
C21 0.803 -3.529 -1.571  0.070
C22 1.868 -4.435 -1.810  0.017
C23 2.303 -4.740 -3.123  0.003
Ge1 0.613 -2.401 0.052  0.261
C24 2.381 -2.892 1.110  0.038
C25 3.539 -3.000 0.434  0.008
C26 4.677 -3.691 0.998  0.001
C27 4.646 -4.104 2.333  0.004
C28 3.464 -3.875 3.095  0.002
C29 2.339 -3.297 2.467  0.010
C30 -0.871 -3.099 1.122  0.049
C31 -1.109 -2.643 2.436  0.014
C32 -2.291 -3.021 3.024  0.000
C33 -3.226 -3.830 2.340  0.019
C34 -2.979 -4.327 1.093  0.000
C35 -1.827 -3.872 0.428  0.022
H22 1.741 -4.598 -5.177  0.001
H23 -0.232 -3.335 -4.811  0.000
H24 -0.857 -2.558 -2.572  0.002
H25 2.479 -4.739 -0.887  0.000
H26 3.189 -5.329 -3.205  0.000
H27 3.629 -2.473 -0.529  0.001
H28 5.577 -3.688 0.434  0.000
H29 5.356 -4.756 2.812  0.000
H30 3.407 -4.015 4.176  0.000
H31 1.416 -3.185 3.119  0.001
H32 -0.340 -2.060 2.987  0.001
H33 -2.548 -2.670 4.019  0.000
H34 -4.120 -3.991 2.855  0.001
H35 -3.495 -5.090 0.509  0.000
H36 -1.615 -4.187 -0.589  0.001
C36 -3.359 1.355 2.534  0.001
C37 -4.303 1.230 1.357  0.003
N7 -4.037 0.030 0.573  0.007
C38 -3.041 -0.029 -0.346  0.017
S2 -1.825 1.247 -0.447  0.070
N8 -3.188 -1.051 -1.280  0.007
C39 -4.529 -1.715 -1.459  0.001
C40 -4.620 -2.280 -2.828  0.000
H37 -3.428 2.358 3.009  0.000
H38 -2.380 1.006 2.264  0.000
H39 -3.774 0.675 3.273  0.000
H40 -4.145 2.050 0.676  0.001
H41 -5.312 1.247 1.711  0.000
H42 -4.516 -0.833 0.799  0.001
H43 -2.734 -0.864 -2.155  0.000
H44 -5.344 -0.944 -1.275  0.000
H45 -4.547 -2.384 -0.608  0.000
H46 -3.632 -2.589 -3.227  0.000
H47 -5.127 -1.617 -3.543  0.000
H48 -5.225 -3.193 -2.817  0.000

---

(2)
# C40H48F5N6O3W

A structure of composition C40H48F5N6O3W (wB97M-V/def2-TZVPD, the OMol25 dataset).

Its LUMO energy (alpha / beta) is -2.55 / -5.39 eV. Its HOMO-LUMO gap (alpha / beta) is 0.2684 / 0.1753 hartree. The calculation puts the energy above the lowest of the compared OMol25 structures with the same formula, charge and spin at 0.00 kcal per mole. The spin multiplicity is 3. Its expectation value of S² is 2.045. Its net charge is +1.

Last column: Löwdin spin population.
Geometry (Å):
W1 -0.383 0.188 0.533  0.827
C1 -3.586 0.676 1.683  0.004
N1 -2.956 0.246 0.417  0.001
C2 -3.692 0.943 -0.656  0.000
C3 -3.120 -1.205 0.248  0.002
C4 -2.486 -1.976 1.395  0.039
N2 -1.295 -1.302 1.920  0.431
C5 -0.702 -1.793 3.021  0.054
C6 0.180 -0.983 3.809  0.123
F1 0.215 0.320 3.631  0.040
C7 0.917 -1.505 4.847  -0.010
F2 1.716 -0.690 5.529  -0.015
C8 0.806 -2.831 5.219  0.162
C9 -0.101 -3.625 4.538  -0.009
F3 -0.240 -4.905 4.876  -0.013
C10 -0.860 -3.136 3.505  0.112
F4 -1.697 -3.986 2.922  0.036
H1 -4.630 0.341 1.696  0.000
H2 -3.550 1.758 1.754  0.000
H3 -3.059 0.281 2.545  0.001
H4 -3.451 0.536 -1.625  0.000
H5 -3.445 2.004 -0.634  0.000
H6 -4.768 0.835 -0.489  0.000
H7 -2.647 -1.471 -0.696  0.000
H8 -4.179 -1.486 0.185  0.000
H9 -2.232 -2.970 1.040  0.015
H10 -3.194 -2.095 2.217  0.011
H11 1.385 -3.231 6.040  0.008
O1 -1.106 1.680 1.707  0.044
N3 -0.458 2.760 2.189  -0.004
N4 0.714 2.814 1.819  0.019
O2 1.077 -0.023 1.300  -0.053
C11 1.435 3.953 2.289  0.000
C12 2.752 4.033 1.859  0.003
C13 3.543 5.109 2.237  0.000
C14 3.014 6.102 3.048  0.003
C15 1.695 6.015 3.481  0.000
C16 0.900 4.945 3.107  0.003
H12 3.142 3.236 1.237  0.000
H13 4.571 5.167 1.905  0.000
H14 3.627 6.941 3.348  0.000
H15 1.287 6.787 4.120  0.000
H16 -0.123 4.872 3.449  0.000
C17 -1.772 -3.366 -2.163  0.001
C18 -1.272 -4.189 -0.979  0.001
C19 -2.503 -4.707 -0.214  0.003
C20 -0.106 -3.682 -0.094  0.005
C21 0.333 -4.622 0.839  0.000
C22 1.524 -4.471 1.522  0.007
C23 2.364 -3.433 1.170  0.000
C24 1.998 -2.471 0.228  0.005
C25 3.186 -1.574 -0.181  0.000
C26 4.166 -2.445 -0.993  0.000
C27 3.043 -0.241 -0.921  0.000
C28 0.680 -2.518 -0.275  0.010
N5 0.093 -1.348 -0.901  0.060
C29 0.343 -1.220 -2.266  0.005
C30 1.291 -1.988 -2.958  0.007
C31 1.532 -1.811 -4.310  0.000
C32 0.828 -0.867 -5.046  0.008
C33 -0.147 -0.119 -4.402  -0.001
C34 -0.358 -0.320 -3.058  0.006
F5 -1.359 0.379 -2.457  0.003
H17 -2.575 -3.928 -2.643  0.000
H18 -1.006 -3.193 -2.913  0.000
H19 -2.189 -2.402 -1.871  0.000
H20 -0.811 -5.073 -1.432  0.000
H21 -3.254 -3.922 -0.090  0.001
H22 -2.279 -5.116 0.769  0.000
H23 -2.983 -5.493 -0.797  0.000
H24 -0.252 -5.519 1.001  0.000
H25 1.830 -5.200 2.262  0.000
H26 3.351 -3.370 1.616  0.000
H27 3.683 -1.337 0.763  0.000
H28 3.819 -2.567 -2.021  0.000
H29 4.297 -3.434 -0.559  0.000
H30 5.143 -1.959 -1.034  0.000
H31 2.520 -0.333 -1.872  0.000
H32 4.054 0.106 -1.151  0.000
H33 2.574 0.532 -0.320  0.000
H34 1.835 -2.749 -2.414  0.000
H35 2.279 -2.427 -4.794  0.000
H36 1.014 -0.731 -6.101  0.000
H37 -0.761 0.601 -4.928  0.000
O3 -0.011 1.672 -0.871  0.033
C35 0.467 2.742 -1.309  0.005
C36 1.107 2.770 -2.659  0.001
C37 0.094 3.578 -3.526  0.000
C38 -1.389 3.526 -3.071  0.000
C39 -1.814 4.515 -1.960  0.000
C40 -1.244 4.218 -0.568  0.000
N6 0.188 3.925 -0.759  0.002
H38 1.226 1.747 -3.009  0.000
H39 2.084 3.254 -2.641  0.000
H40 0.164 3.207 -4.549  0.000
H41 0.408 4.625 -3.563  0.000
H42 -1.655 2.504 -2.786  0.000
H43 -1.998 3.755 -3.945  0.000
H44 -2.904 4.537 -1.899  0.000
H45 -1.509 5.524 -2.258  0.000
H46 -1.698 3.349 -0.098  0.000
H47 -1.351 5.057 0.116  0.000
H48 0.666 4.687 -1.224  0.000

---

(3)
# C40H49AsN6O5P2PdSSe

A structure of composition C40H49AsN6O5P2PdSSe (wB97M-V/def2-TZVPD, the OMol25 dataset).

Its LUMO energy is -0.28 eV. Its HOMO-LUMO gap is 0.2809 hartree. The calculation puts the energy above the lowest of the compared OMol25 structures with the same formula, charge and spin at 41.22 kcal per mole. Its net charge is 0.

Last column: Mulliken charge in e.
Geometry (Å):
Pd1 0.637 0.094 -1.082  0.916
C1 0.444 -1.401 -6.956  -0.562
C2 -0.184 -2.170 -5.989  -0.678
C3 -0.493 -1.620 -4.758  -0.122
C4 -0.183 -0.287 -4.497  0.627
C5 0.449 0.484 -5.468  -0.267
C6 0.763 -0.077 -6.694  -0.738
P1 -0.629 0.415 -2.895  0.779
C7 -0.730 2.205 -3.201  0.997
C8 -1.849 2.876 -3.683  -0.602
C9 -1.800 4.244 -3.909  -0.494
C10 -0.628 4.949 -3.670  -0.740
C11 0.498 4.282 -3.207  -0.728
C12 0.448 2.917 -2.970  -0.699
C13 -2.307 -0.246 -2.645  -0.066
C14 -2.599 -0.940 -1.475  -0.515
C15 -3.870 -1.462 -1.267  -0.620
C16 -4.860 -1.283 -2.221  -0.588
C17 -4.565 -0.625 -3.409  -0.881
C18 -3.289 -0.132 -3.630  -0.334
H1 0.702 -1.840 -7.911  0.385
H2 -0.402 -3.213 -6.177  0.395
H3 -0.936 -2.234 -3.985  0.333
H4 0.715 1.513 -5.267  0.402
H5 1.268 0.520 -7.442  0.426
H6 -2.774 2.347 -3.869  0.256
H7 -2.677 4.757 -4.280  0.457
H8 -0.592 6.015 -3.851  0.388
H9 1.418 4.823 -3.030  0.466
H10 1.330 2.389 -2.620  0.495
H11 -1.813 -1.098 -0.745  0.736
H12 -4.082 -2.024 -0.365  0.377
H13 -5.853 -1.684 -2.057  0.449
H14 -5.322 -0.521 -4.174  0.447
H15 -3.046 0.316 -4.586  0.604
O1 3.443 -2.246 -1.628  -0.350
Se1 2.352 -1.690 -2.689  0.858
O2 0.797 -1.863 -1.997  -0.790
O3 2.420 -0.026 -2.736  -0.631
O4 2.405 -2.398 -4.129  -0.686
C19 0.570 -0.332 5.824  -1.246
As1 -0.553 0.816 4.701  0.454
C20 -2.274 0.097 5.331  -1.186
C21 -0.525 2.401 5.857  -1.235
S1 -0.184 1.779 0.359  -0.288
H16 0.251 -0.282 6.865  0.420
H17 1.610 -0.017 5.747  0.375
H18 0.494 -1.363 5.478  0.337
H19 -2.330 0.121 6.419  0.428
H20 -2.379 -0.934 4.992  0.354
H21 -3.107 0.672 4.924  0.344
H22 -0.731 2.130 6.892  0.390
H23 -1.277 3.115 5.519  0.360
H24 0.451 2.881 5.796  0.376
C22 -4.434 4.127 0.838  -0.963
N1 -3.667 3.863 2.061  0.094
C23 -4.275 2.729 2.755  -0.717
N2 -4.416 1.521 1.940  0.152
C24 -5.151 1.863 0.715  -0.990
N3 -4.559 2.966 -0.036  0.119
C25 -3.281 2.597 -0.670  -0.332
P2 -2.115 2.140 0.660  1.326
C26 -2.263 3.605 1.742  -1.101
C27 -3.111 0.938 1.612  -0.204
H25 -3.963 4.946 0.292  0.377
H26 -5.437 4.438 1.133  0.343
H27 -5.272 3.032 3.081  0.398
H28 -3.678 2.495 3.638  0.108
H29 -6.161 2.158 1.004  0.282
H30 -5.211 0.979 0.078  0.379
H31 -2.894 3.440 -1.245  0.378
H32 -3.445 1.762 -1.354  -0.123
H33 -1.828 4.465 1.228  0.474
H34 -1.678 3.426 2.648  0.290
H35 -2.557 0.666 2.513  -0.381
H36 -3.246 0.036 1.014  0.249
C28 3.093 -6.507 1.243  -1.371
C29 4.039 -5.357 1.461  0.872
C30 4.673 -5.163 2.684  -0.818
C31 5.515 -4.080 2.889  -0.493
C32 5.759 -3.182 1.857  0.085
N4 6.620 -2.083 2.117  -0.056
C33 6.693 -0.864 1.493  0.222
O5 7.730 -0.228 1.455  -0.700
N5 5.540 -0.352 0.920  -0.028
C34 4.199 -0.558 1.242  0.139
C35 3.758 -1.083 2.447  -0.207
C36 2.399 -1.279 2.636  -1.183
C37 1.515 -0.916 1.644  -0.835
N6 1.943 -0.372 0.499  0.541
C38 3.244 -0.209 0.289  -0.646
C39 5.161 -3.382 0.620  -0.248
C40 4.296 -4.448 0.439  -0.690
H37 3.108 -7.198 2.086  0.356
H38 3.355 -7.064 0.342  0.346
H39 2.069 -6.151 1.116  0.275
H40 4.499 -5.860 3.495  0.303
H41 5.979 -3.925 3.856  0.423
H42 7.472 -2.285 2.616  0.271
H43 5.744 0.387 0.266  0.244
H44 4.464 -1.352 3.220  0.585
H45 2.030 -1.713 3.555  0.587
H46 0.447 -1.039 1.752  0.605
H47 3.530 0.176 -0.684  0.625
H48 5.327 -2.709 -0.208  0.627
H49 3.816 -4.546 -0.527  0.426

---

(4)
# C40H49AuN4O3P3S3

A structure of composition C40H49AuN4O3P3S3 in a non-equilibrium geometry (wB97M-V/def2-TZVPD, the OMol25 dataset).

Its LUMO energy is -3.47 eV. Its HOMO-LUMO gap is 0.2436 hartree. The calculation puts the energy above the lowest of the compared OMol25 structures with the same formula, charge and spin at 0.00 kcal per mole. Its net charge is +1.

Last column: Mulliken charge in e.
Geometry (Å):
Au1 -0.066 0.044 1.026  1.910
C1 1.645 0.259 4.395  -1.249
C2 2.324 -1.087 4.274  0.554
C3 3.321 -1.165 3.136  -1.101
O1 1.377 -2.187 4.174  -0.386
P1 0.033 -2.350 3.365  0.538
S1 -1.409 -1.172 3.865  -0.354
S2 0.489 -2.262 1.328  -0.546
O2 -0.302 -3.884 3.572  -0.426
C4 0.588 -5.019 3.809  0.614
C5 1.031 -5.042 5.258  -1.352
C6 1.733 -5.083 2.823  -1.067
H1 2.410 1.002 4.620  0.530
H2 0.905 0.263 5.194  0.373
H3 1.148 0.556 3.469  0.096
H4 2.827 -1.319 5.214  0.236
H5 2.878 -0.874 2.183  0.061
H6 3.725 -2.172 3.039  0.285
H7 4.148 -0.487 3.350  0.513
H8 -0.085 -5.859 3.628  0.337
H9 1.820 -4.315 5.443  0.195
H10 1.411 -6.036 5.500  0.479
H11 0.193 -4.827 5.918  0.339
H12 2.404 -4.233 2.936  0.087
H13 1.379 -5.116 1.793  0.246
H14 2.305 -5.991 3.015  0.488
N1 -1.084 1.636 1.309  -0.757
P2 -1.468 2.876 0.420  2.071
C7 -3.068 3.494 0.962  -0.573
C8 -3.309 4.844 1.182  -0.408
C9 -4.564 5.265 1.599  -0.744
C10 -5.577 4.340 1.799  -0.550
C11 -5.338 2.987 1.585  -0.659
C12 -4.088 2.566 1.169  0.068
C13 -1.598 2.529 -1.352  0.437
C14 -0.479 1.989 -1.988  -0.497
C15 -0.541 1.626 -3.322  -0.922
C16 -1.725 1.795 -4.033  -0.613
C17 -2.835 2.344 -3.411  -0.753
C18 -2.771 2.717 -2.073  -0.492
C19 -0.258 4.201 0.592  0.044
C20 0.266 4.422 1.866  -0.603
C21 1.176 5.445 2.072  -0.754
C22 1.569 6.249 1.008  -0.459
C23 1.051 6.032 -0.259  -0.739
C24 0.135 5.011 -0.469  -0.166
H15 -2.521 5.570 1.027  0.412
H16 -4.747 6.317 1.773  0.420
H17 -6.552 4.671 2.128  0.389
H18 -6.127 2.266 1.752  0.429
H19 -3.886 1.510 1.021  0.292
H20 0.444 1.837 -1.438  0.758
H21 0.334 1.218 -3.811  0.489
H22 -1.772 1.519 -5.079  0.435
H23 -3.751 2.495 -3.966  0.447
H24 -3.643 3.144 -1.594  0.385
H25 -0.032 3.777 2.683  0.380
H26 1.585 5.613 3.059  0.424
H27 2.283 7.044 1.169  0.406
H28 1.362 6.654 -1.087  0.433
H29 -0.267 4.848 -1.461  0.386
C25 7.826 1.094 -6.742  -1.076
C26 6.729 0.866 -5.738  0.744
O3 5.665 1.414 -5.770  -0.524
S3 7.207 -0.309 -4.469  -0.234
C27 5.790 -0.245 -3.411  0.093
C28 5.936 0.200 -2.103  -0.552
C29 4.846 0.228 -1.252  -0.590
C30 3.590 -0.171 -1.709  0.558
C31 3.450 -0.611 -3.028  -0.370
C32 4.545 -0.659 -3.868  -0.558
C33 2.457 -0.134 -0.838  0.202
C34 1.498 -0.092 -0.107  -1.248
H30 7.381 1.257 -7.721  0.310
H31 8.530 0.264 -6.776  0.366
H32 8.368 1.995 -6.450  0.286
H33 6.906 0.523 -1.751  0.432
H34 4.959 0.566 -0.231  0.478
H35 2.479 -0.930 -3.381  0.482
H36 4.436 -1.013 -4.884  0.427
C35 -4.935 -3.440 -0.512  -0.784
N2 -3.684 -3.407 0.362  0.060
C36 -2.562 -4.172 -0.353  -0.815
N3 -2.354 -3.668 -1.662  0.196
C37 -3.593 -3.702 -2.430  -0.926
N4 -4.663 -2.924 -1.807  0.190
C38 -4.361 -1.484 -1.801  -1.402
P3 -2.815 -1.028 -0.860  1.331
C39 -3.268 -1.997 0.652  -0.109
C40 -1.752 -2.332 -1.649  -0.916
H37 -5.695 -2.855 0.006  0.388
H38 -5.241 -4.486 -0.570  0.359
H39 -3.873 -3.872 1.250  0.366
H40 -2.893 -5.212 -0.385  0.360
H41 -1.671 -4.065 0.272  0.392
H42 -3.924 -4.738 -2.524  0.318
H43 -3.402 -3.305 -3.425  0.386
H44 -5.211 -0.945 -1.376  0.480
H45 -4.262 -1.148 -2.834  0.467
H46 -4.099 -1.511 1.168  0.542
H47 -2.433 -2.038 1.361  -0.716
H48 -0.791 -2.381 -1.131  0.321
H49 -1.548 -2.027 -2.678  0.471

---

| no. | calculated total energy (Ha) |
| --- | --- |
| 1 | -6396.9738 |
| 2 | -2673.4095 |
| 3 | -8104.3368 |
| 4 | -4352.4739 |